Entry 1:
This record from the OMol25 dataset describes C58H54Br2FN6O6P2Sr as an isolated structure. The level of theory is the ωB97M-V functional and the def2-TZVPD basis.

Last column: Mulliken charge in e.
Geometry (Å):
Sr  0.089  -0.594  -0.074  2.14
C  1.330  2.345  -1.673  -0.99
P  2.616  2.256  -0.334  0.21
C  3.159  4.041  -0.275  1.01
C  2.633  5.103  -1.005  -0.44
C  3.175  6.379  -0.902  -0.69
C  4.243  6.624  -0.053  -0.51
C  4.742  5.588  0.727  -0.73
C  4.197  4.320  0.619  -0.29
C  4.174  1.740  -1.202  0.33
C  4.352  1.798  -2.581  -0.34
C  5.507  1.297  -3.167  -0.66
C  6.508  0.738  -2.386  -0.63
C  6.351  0.691  -1.007  -0.80
C  5.190  1.180  -0.427  -0.09
C  0.044  2.639  -0.957  -0.64
C  -0.824  3.717  -1.114  -1.84
C  -1.844  3.537  -0.163  -0.37
C  -1.533  2.365  0.527  -1.10
C  -2.289  1.700  1.626  0.54
P  -2.218  2.477  3.329  -0.74
C  -0.487  3.099  3.403  0.40
C  0.013  4.129  2.604  0.36
C  1.325  4.550  2.746  -0.73
C  2.156  3.956  3.688  -0.44
C  1.671  2.934  4.488  -0.40
C  0.357  2.509  4.342  -0.68
C  -3.113  4.065  3.095  0.87
C  -4.281  4.133  2.337  -0.59
C  -5.041  5.292  2.306  -0.57
C  -4.658  6.403  3.040  -0.51
C  -3.510  6.342  3.819  -0.59
C  -2.754  5.181  3.855  -0.44
N  -0.384  1.821  0.045  1.70
H  1.304  1.366  -2.148  0.56
H  1.556  3.096  -2.430  0.97
H  1.781  4.952  -1.653  -0.03
H  2.761  7.188  -1.493  0.41
H  4.682  7.613  0.003  0.36
H  5.557  5.773  1.417  0.40
H  4.570  3.514  1.242  0.35
H  3.572  2.205  -3.209  0.31
H  5.621  1.331  -4.245  0.41
H  7.405  0.338  -2.847  0.38
H  7.136  0.272  -0.384  0.50
H  5.054  1.099  0.646  0.29
H  -0.732  4.529  -1.824  0.48
H  -2.711  4.164  -0.008  0.50
H  -1.902  0.687  1.760  -0.58
H  -3.349  1.618  1.380  0.16
H  -0.623  4.590  1.863  0.51
H  1.707  5.351  2.124  0.31
H  3.179  4.295  3.794  0.41
H  2.312  2.477  5.234  0.43
H  -0.033  1.709  4.963  0.30
H  -4.593  3.274  1.756  0.37
H  -5.945  5.323  1.708  0.40
H  -5.251  7.309  3.016  0.35
H  -3.204  7.199  4.407  0.37
H  -1.865  5.141  4.473  0.40
N  1.331  0.064  2.160  0.94
C  1.684  -0.964  3.127  -0.69
C  0.425  -1.702  3.584  -0.58
C  -0.210  -2.449  2.381  0.17
O  -0.092  -3.689  2.351  -0.88
O  -0.797  -1.713  1.541  -0.71
H  2.149  0.528  1.780  -0.34
H  0.752  0.777  2.587  -0.65
H  2.209  -0.556  4.008  0.43
H  2.359  -1.678  2.639  0.30
H  -0.299  -0.976  3.965  0.22
H  0.670  -2.426  4.362  0.41
Br  -5.016  -0.251  -0.375  -0.22
C  -4.043  -1.437  -1.489  -0.13
C  -4.732  -2.400  -2.210  -0.58
C  -4.043  -3.259  -3.033  0.00
Br  -5.049  -4.560  -4.016  -0.33
C  -2.649  -3.169  -3.191  0.87
C  -1.871  -3.986  -4.039  -0.77
C  -0.528  -3.753  -4.157  -1.26
C  0.054  -2.704  -3.427  -0.34
N  -0.631  -1.956  -2.598  0.20
C  -1.952  -2.166  -2.454  -0.01
C  -2.637  -1.278  -1.518  -0.12
O  -2.015  -0.434  -0.829  -0.07
H  -5.806  -2.472  -2.116  0.40
H  -2.345  -4.780  -4.601  0.29
H  0.083  -4.359  -4.814  0.41
H  1.109  -2.469  -3.538  0.66
C  7.189  -3.637  -0.800  -0.73
C  6.149  -4.226  -1.753  -1.10
N  4.791  -3.932  -1.328  0.16
C  4.246  -2.724  -1.714  -0.26
C  3.024  -2.310  -1.347  -1.37
C  2.539  -0.906  -1.659  1.03
O  2.545  -0.521  -2.827  -0.82
O  2.214  -0.278  -0.610  -0.70
C  2.145  -3.160  -0.575  1.46
O  0.964  -2.921  -0.384  -0.74
C  2.805  -4.356  -0.033  1.01
C  2.089  -5.124  0.891  -0.51
C  2.693  -6.217  1.441  -0.03
F  2.026  -7.031  2.308  -0.40
C  4.010  -6.556  1.145  -1.41
C  4.716  -5.809  0.217  -1.16
C  4.123  -4.699  -0.399  1.16
N  4.672  -7.653  1.796  0.37
C  4.268  -8.955  1.298  -0.46
C  5.285  -9.983  1.772  -0.87
N  5.294  -9.951  3.272  -0.13
C  5.663  -8.587  3.779  -0.88
C  4.627  -7.608  3.248  -0.47
H  8.198  -3.851  -1.156  0.41
H  7.072  -4.050  0.202  0.30
H  7.057  -2.556  -0.747  0.07
H  6.275  -5.306  -1.842  0.45
H  6.282  -3.804  -2.749  0.48
H  4.878  -2.096  -2.330  0.60
H  1.092  -4.786  1.185  0.63
H  5.733  -6.107  0.008  0.32
H  4.262  -8.923  0.210  0.47
H  3.260  -9.251  1.637  0.33
H  6.278  -9.711  1.420  0.36
H  5.036  -10.989  1.439  0.42
H  5.916  -10.663  3.650  0.35
H  4.340  -10.145  3.588  0.40
H  6.647  -8.333  3.389  0.35
H  5.686  -8.607  4.867  0.43
H  4.873  -6.599  3.578  0.46
H  3.640  -7.862  3.665  0.39

Values from the calculation:
Electronic energy ... -8984.03165 Eh
HOMO-LUMO gap ... 2.06 eV
HOMO ... -2.783 eV
ΔE to the lowest compared entry with this formula, charge and spin ... 52.0 kcal/mol
Total charge ... -1
Max |F| ... 0.0550 Eh/bohr

Entry 2:
This record from the OMol25 dataset describes a 3-piece molecular cluster, C7H11N overall. The level of theory is the ωB97M-V functional and the def2-TZVPD basis.

Last column: Mulliken charge in e.
Geometry (Å):
C  0.743  -0.587  -0.256  0.77
C  1.486  0.589  0.365  -1.28
C  1.662  -1.549  -0.971  -1.31
C  -2.243  -0.447  0.604  -1.09
C  -1.409  0.276  -0.244  0.15
N  -0.449  -0.484  -0.814  -0.49
C  -1.345  1.700  -0.188  -0.50
C  -1.348  2.901  -0.269  0.25
H  0.013  -1.240  1.309  0.23
H  1.842  1.273  -0.411  0.34
H  1.091  -2.301  -1.515  0.38
H  2.366  0.224  0.897  0.40
H  0.844  1.163  1.030  0.38
H  2.336  -2.024  -0.260  0.34
H  2.278  -1.029  -1.710  0.30
H  -0.920  -1.052  1.451  -0.04
H  -3.077  0.062  1.066  0.37
H  -2.535  -1.430  0.259  0.37
H  -1.335  3.957  -0.343  0.43

Values from the calculation:
Electronic energy ... -327.86581 Eh
HOMO-LUMO gap ... 8.71 eV
HOMO ... -8.336 eV
ΔE to the lowest compared entry with this formula, charge and spin ... 139.4 kcal/mol
Max |F| ... 0.0731 Eh/bohr

Entry 3:
This record from the OMol25 dataset describes C5H5N as an isolated structure. The level of theory is the ωB97M-V functional and the def2-TZVPD basis.

Last column: Mulliken charge in e.
Geometry (Å):
C  2.009  -1.306  -0.070  -0.84
C  1.977  -0.035  0.406  0.60
C  -0.095  0.074  0.368  0.24
C  0.530  -1.102  -0.342  -0.04
C  -1.308  0.909  0.120  -1.01
N  1.253  0.915  0.868  -0.53
H  0.451  -0.843  -1.389  0.32
H  -0.025  -1.965  -0.006  0.36
H  -2.116  0.241  -0.216  0.31
H  -1.112  1.669  -0.700  0.25
H  -1.564  1.443  0.961  0.35

Values from the calculation:
Electronic energy ... -248.00391 Eh
HOMO-LUMO gap (spin up / spin down) ... 8.12 / 8.03 eV
HOMO (spin up / spin down) ... -8.595 / -8.754 eV
ΔE to the lowest compared entry with this formula, charge and spin ... 170.1 kcal/mol
Max |F| ... 0.1112 Eh/bohr

Entry 4:
This record from the OMol25 dataset describes one molecule with the formula C17H20N2O3. The level of theory is the ωB97M-V functional and the def2-TZVPD basis.

Last column: Mulliken charge in e.
Geometry (Å):
C  0.920  5.044  1.524  -0.99
C  -0.565  4.703  1.474  -0.25
O  -0.917  3.987  0.302  -0.51
C  -0.428  2.746  0.043  0.39
C  -0.444  2.397  -1.306  -0.75
C  -0.030  1.159  -1.752  -0.83
C  0.435  0.225  -0.836  -0.08
C  0.933  -1.128  -1.200  0.29
O  1.723  -1.745  -0.510  -0.69
N  0.453  -1.625  -2.370  -0.06
C  0.789  -2.956  -2.816  -1.21
C  -0.241  -3.994  -2.440  1.01
C  -1.605  -3.734  -2.517  -0.25
C  -2.496  -4.735  -2.164  -0.40
N  -2.123  -5.936  -1.760  -0.62
C  -0.827  -6.185  -1.687  -0.32
C  0.150  -5.257  -2.011  -0.41
C  0.469  0.564  0.514  -0.31
C  0.034  1.795  0.979  0.97
O  0.024  2.130  2.304  -0.28
C  0.600  1.244  3.245  -0.39
C  0.551  1.929  4.602  -1.40
H  1.516  4.141  1.623  0.22
H  1.217  5.560  0.613  0.32
H  1.118  5.689  2.376  0.36
H  -1.158  5.619  1.400  0.39
H  -0.862  4.157  2.373  0.18
H  -0.796  3.143  -2.000  0.44
H  -0.033  0.956  -2.813  0.45
H  -0.295  -1.142  -2.839  0.26
H  0.913  -2.946  -3.906  0.35
H  1.745  -3.209  -2.352  0.39
H  -1.974  -2.773  -2.842  0.28
H  -3.564  -4.568  -2.209  0.36
H  -0.560  -7.178  -1.349  0.36
H  1.196  -5.507  -1.927  0.35
H  0.843  -0.185  1.194  0.54
H  1.639  1.021  2.967  0.44
H  0.034  0.303  3.275  0.36
H  -0.478  2.152  4.870  0.31
H  0.983  1.280  5.357  0.44
H  1.111  2.861  4.570  0.30

Values from the calculation:
SMILES ... CCOc1ccc(C(=O)NCc2ccncc2)cc1OCC
Electronic energy ... -995.03107 Eh
HOMO-LUMO gap ... 9.02 eV
HOMO ... -8.362 eV
ΔE to the lowest compared entry with this formula, charge and spin ... 46.4 kcal/mol
Max |F| ... 0.0138 Eh/bohr